This record from the Open Molecules 2025 dataset describes a cluster of 2 separate species, C2H3BrSi in total at a distorted geometry. The level of theory is wB97M-V/def2-TZVPD.

Results
Energy relative to the best compared isomer or geometry (same formula, charge and spin) in eV: 1.971
DFT total energy in Eh: -2941.3899
HOMO in eV: -9.31
HOMO-LUMO gap in eV: 8.883

Last column: Mulliken charge in e.
Atoms and positions in Å:
C: -1.63 0.31 1.27  0.338
C: -0.80 -0.13 0.54  -0.675
Si: 0.24 -0.58 -0.90  0.306
Br: -1.20 -0.86 -2.54  -0.167
H: -2.51 0.60 1.81  0.365
H: 1.19 -1.55 -0.96  -0.089
H: 1.71 0.66 -2.00  -0.078


This record from the Open Molecules 2025 dataset describes a structure of composition C2H3CaFO at a distorted geometry. The level of theory is wB97M-V/def2-TZVPD.

Results
Multiplicity: 2
Energy relative to the best compared isomer or geometry (same formula, charge and spin) in eV: 3.199
DFT total energy in Eh: -930.2868
HOMO (spin up / spin down) in eV: -10.25 / -14.27
Expectation value of S²: 0.80
Charge: +1
HOMO-LUMO gap (spin up / spin down) in eV: 4.404 / 8.672

Last column: Mulliken charge in e.
Atoms and positions in Å:
H: 0.45 0.11 -1.37  0.353
O: 0.88 -0.03 -0.46  -0.347
C: -0.30 -0.45 0.40  0.129
C: -1.51 -0.15 -0.40  -0.216
Ca: 2.70 0.69 0.08  0.748
H: -0.19 0.14 1.33  0.213
H: -0.19 -1.53 0.55  0.254
F: -1.83 1.21 -0.12  -0.135


This record from the Open Molecules 2025 dataset describes a cluster of 2 separate species, C2H3Cl2N in total. The level of theory is wB97M-V/def2-TZVPD.

Results
Energy relative to the best compared isomer or geometry (same formula, charge and spin) in eV: 3.542
DFT total energy in Eh: -1052.9928
HOMO (spin up / spin down) in eV: -8.57 / -8.15
HOMO-LUMO gap (spin up / spin down) in eV: 8.647 / 7.837

Last column: Mulliken charge in e.
Atoms and positions in Å:
C: 0.50 -1.47 0.19  -0.154
C: -0.61 1.11 -0.37  -0.110
N: -0.62 2.34 -0.32  -0.378
Cl: -0.41 -2.03 1.54  -0.111
Cl: 2.20 -1.43 0.41  -0.125
H: 0.20 -1.90 -0.75  0.333
H: -1.38 0.51 -0.82  0.269
H: 0.12 2.87 0.12  0.277


This record from the Open Molecules 2025 dataset describes an isolated molecule of C2H3Cl2N at a distorted geometry. The level of theory is wB97M-V/def2-TZVPD.

Results
SMILES string: ClC1(Cl)CN1
Energy relative to the best compared isomer or geometry (same formula, charge and spin) in eV: 0.992
DFT total energy in Eh: -1053.0865
HOMO in eV: -9.80
HOMO-LUMO gap in eV: 10.624

Last column: Mulliken charge in e.
Atoms and positions in Å:
Cl: 0.32 -1.95 1.93  -0.159
C: -0.77 -1.05 0.92  0.502
Cl: -2.42 -1.49 1.07  -0.166
C: -0.24 -0.31 -0.24  -0.379
N: -0.53 0.60 0.86  -0.545
H: 0.80 -0.51 -0.51  0.254
H: -0.91 -0.18 -1.09  0.245
H: 0.29 0.85 1.40  0.249


This record from the Open Molecules 2025 dataset describes a cluster of 2 separate species, C2H3Cl2NO in total at a distorted geometry. The level of theory is wB97M-V/def2-TZVPD.

Results
Energy relative to the best compared isomer or geometry (same formula, charge and spin) in eV: 4.030
DFT total energy in Eh: -1128.2588
HOMO (spin up / spin down) in eV: -10.79 / -8.16
HOMO-LUMO gap (spin up / spin down) in eV: 9.800 / 3.929

Last column: Mulliken charge in e.
Atoms and positions in Å:
C: 0.82 0.56 -0.07  -0.284
C: 0.47 -0.60 -0.82  0.631
N: -0.72 -1.06 -0.50  -0.612
O: -0.02 1.22 0.67  -0.361
Cl: 1.36 -1.17 -2.26  -0.179
Cl: -2.01 1.33 3.09  -0.129
H: 1.81 0.85 -0.08  0.406
H: -0.81 0.82 0.96  0.282
H: -0.92 -1.95 -0.98  0.247


This record from the Open Molecules 2025 dataset describes a cluster of 2 separate species, C2H3Cl2NO in total at a distorted geometry. The level of theory is wB97M-V/def2-TZVPD.

Results
SMILES string: C#[N+][O-].ClCCl
Energy relative to the best compared isomer or geometry (same formula, charge and spin) in eV: 4.158
DFT total energy in Eh: -1128.2541
HOMO in eV: -10.32
HOMO-LUMO gap in eV: 10.892

Last column: Mulliken charge in e.
Atoms and positions in Å:
C: -1.18 0.61 1.59  -0.170
N: -1.40 0.45 2.71  0.525
O: -1.56 0.66 3.88  -0.586
H: -0.88 0.35 0.63  0.265
Cl: 1.94 1.92 -0.20  -0.110
C: 1.43 0.44 -0.90  -0.071
Cl: 2.67 -0.80 -1.25  -0.165
H: 0.59 -0.11 -0.31  0.031
H: 1.10 0.63 -1.88  0.281


This record from the Open Molecules 2025 dataset describes a cluster of 2 separate species, C2H3Cl2NOS in total at a distorted geometry. The level of theory is wB97M-V/def2-TZVPD.

Results
Energy relative to the best compared isomer or geometry (same formula, charge and spin) in eV: 2.117
DFT total energy in Eh: -1526.5131
HOMO (spin up / spin down) in eV: -8.54 / -8.58
HOMO-LUMO gap (spin up / spin down) in eV: 7.192 / 7.275

Last column: Mulliken charge in e.
Atoms and positions in Å:
C: -2.15 -1.38 0.13  0.669
C: 0.23 -0.72 0.26  -0.323
N: -0.81 -1.32 -0.32  -0.129
O: -2.62 -0.99 1.17  -0.425
S: -0.16 1.86 -0.04  -0.291
Cl: -3.09 -2.11 -1.16  -0.184
Cl: 1.79 -0.92 -0.34  -0.088
H: -0.03 -0.28 1.26  0.481
H: -0.69 -1.68 -1.29  0.216
H: -1.09 1.46 0.85  0.074


This record from the Open Molecules 2025 dataset describes a structure of composition C2H3Cl2NS at a distorted geometry. The level of theory is wB97M-V/def2-TZVPD.

Results
Energy relative to the best compared isomer or geometry (same formula, charge and spin) in eV: 4.028
DFT total energy in Eh: -1451.1756
HOMO in eV: -8.92
HOMO-LUMO gap in eV: 7.686

Last column: Mulliken charge in e.
Atoms and positions in Å:
C: -2.82 1.11 -0.69  -0.063
C: 0.18 0.00 0.68  -0.179
N: -0.06 -0.01 -0.55  -0.510
S: -3.65 0.26 0.56  0.120
Cl: -3.24 2.68 -0.61  -0.067
Cl: -2.70 -1.66 0.47  -0.110
H: -0.86 0.53 -1.01  0.415
H: -0.63 0.64 1.45  0.119
H: 1.09 -0.51 1.01  0.274


This record from the Open Molecules 2025 dataset describes an isolated molecule of C2H3Cl2NSi at a distorted geometry. The level of theory is wB97M-V/def2-TZVPD.

Results
SMILES string: N#CC[SiH](Cl)Cl
Energy relative to the best compared isomer or geometry (same formula, charge and spin) in eV: 1.057
DFT total energy in Eh: -1342.7040
HOMO in eV: -11.66
HOMO-LUMO gap in eV: 11.902

Last column: Mulliken charge in e.
Atoms and positions in Å:
N: -2.60 1.15 0.55  -0.327
C: -1.82 0.44 0.12  0.153
C: -0.53 -0.34 -0.63  -0.460
Si: 0.97 -0.03 0.37  0.667
Cl: 1.96 1.81 0.10  -0.245
Cl: 2.34 -1.63 0.23  -0.256
H: -0.34 0.07 -1.57  0.276
H: -0.72 -1.41 -0.89  0.335
H: 0.73 -0.07 1.72  -0.142


This record from the Open Molecules 2025 dataset describes a cluster of 2 separate species, C2H3Cl2P in total at a distorted geometry. The level of theory is wB97M-V/def2-TZVPD.

Results
Energy relative to the best compared isomer or geometry (same formula, charge and spin) in eV: 3.321
DFT total energy in Eh: -1339.6319
HOMO (spin up / spin down) in eV: -8.48 / -8.48
HOMO-LUMO gap (spin up / spin down) in eV: 4.991 / 4.989

Last column: Mulliken charge in e.
Atoms and positions in Å:
C: 1.13 -0.68 0.15  -0.436
C: 0.41 0.46 -0.13  -0.059
P: -0.71 1.12 1.12  0.406
Cl: -2.20 -1.74 -0.47  -0.633
Cl: -1.81 2.16 -0.12  -0.059
H: 2.04 -0.98 -0.32  0.260
H: 0.67 -1.34 0.85  0.213
H: 0.47 1.01 -1.08  0.307


This record from the Open Molecules 2025 dataset describes an isolated molecule of C2H3Cl2PS at a distorted geometry. The level of theory is wB97M-V/def2-TZVPD.

Results
SMILES string: C=CP(=S)(Cl)Cl
Energy relative to the best compared isomer or geometry (same formula, charge and spin) in eV: 0.409
DFT total energy in Eh: -1737.9523
HOMO in eV: -9.40
HOMO-LUMO gap in eV: 9.755

Last column: Mulliken charge in e.
Atoms and positions in Å:
C: -1.40 0.26 -0.41  -0.595
C: -0.56 -0.47 0.26  -0.367
P: 1.17 0.12 0.31  0.707
S: 1.44 2.03 0.26  -0.374
Cl: 2.17 -0.76 1.79  -0.187
Cl: 1.68 -0.84 -1.35  -0.185
H: -2.40 -0.09 -0.51  0.244
H: -1.39 1.23 -0.63  0.379
H: -0.70 -1.47 0.27  0.377


This record from the Open Molecules 2025 dataset describes a cluster of 2 separate species, C2H3Cl4NO2 in total. The level of theory is wB97M-V/def2-TZVPD.

Results
SMILES string: C[N+](=O)[O-].ClC(Cl)(Cl)Cl
Energy relative to the best compared isomer or geometry (same formula, charge and spin) in eV: 0.000
DFT total energy in Eh: -2123.8984
HOMO in eV: -11.07
HOMO-LUMO gap in eV: 11.411

Last column: Mulliken charge in e.
Atoms and positions in Å:
C: 0.28 1.71 -1.34  -0.685
N: 1.10 0.54 -0.97  0.852
O: 1.14 -0.39 -1.75  -0.508
O: 1.66 0.58 0.09  -0.466
H: -0.16 1.53 -2.31  0.300
H: 0.93 2.59 -1.27  0.297
H: -0.48 1.82 -0.57  0.229
Cl: -1.79 -2.63 2.81  -0.111
C: -0.89 -1.69 1.63  0.367
Cl: -1.25 0.02 1.86  -0.106
Cl: 0.83 -1.94 1.84  -0.068
Cl: -1.36 -2.15 0.00  -0.099


This record from the Open Molecules 2025 dataset describes an isolated molecule of C2H3ClF2 at a distorted geometry. The level of theory is wB97M-V/def2-TZVPD.

Results
SMILES string: FC(F)CCl
Energy relative to the best compared isomer or geometry (same formula, charge and spin) in eV: 1.546
DFT total energy in Eh: -737.8839
HOMO in eV: -10.81
HOMO-LUMO gap in eV: 11.776

Last column: Mulliken charge in e.
Atoms and positions in Å:
F: -0.34 1.66 0.97  -0.284
C: -0.41 0.79 -0.19  0.292
F: 0.34 1.27 -1.19  -0.193
C: 0.24 -0.90 0.17  -0.445
Cl: 1.83 -1.10 -0.40  -0.140
H: -1.49 0.93 -0.33  0.194
H: 0.23 -1.04 1.25  0.289
H: -0.40 -1.62 -0.29  0.288


This record from the Open Molecules 2025 dataset describes a cluster of 2 separate species, C2H3ClFI in total at a distorted geometry. The level of theory is wB97M-V/def2-TZVPD.

Results
SMILES string: C=C(F)I.Cl
Energy relative to the best compared isomer or geometry (same formula, charge and spin) in eV: 0.689
DFT total energy in Eh: -935.7085
HOMO in eV: -9.47
HOMO-LUMO gap in eV: 9.823

Last column: Mulliken charge in e.
Atoms and positions in Å:
C: 0.17 0.61 -0.50  -0.527
C: 1.16 0.31 0.33  0.190
F: 0.83 -0.16 1.58  -0.234
I: 3.17 -0.02 -0.08  0.136
H: -0.88 0.70 -0.18  0.245
H: 0.58 0.90 -1.48  0.197
Cl: -1.05 -2.24 0.39  -0.248
H: -1.71 -1.25 1.00  0.241


This record from the Open Molecules 2025 dataset describes a cluster of 2 separate species, C2H3ClFN in total at a distorted geometry. The level of theory is wB97M-V/def2-TZVPD.

Results
Energy relative to the best compared isomer or geometry (same formula, charge and spin) in eV: 3.509
DFT total energy in Eh: -692.6587
HOMO (spin up / spin down) in eV: -8.11 / -9.33
HOMO-LUMO gap (spin up / spin down) in eV: 7.716 / 9.752

Last column: Mulliken charge in e.
Atoms and positions in Å:
C: -0.99 -0.15 -0.40  -0.043
C: 1.98 -0.43 0.47  -0.052
N: -0.47 -1.14 0.00  -0.377
F: 2.57 -1.29 -0.33  -0.173
Cl: 1.95 1.13 -0.12  -0.126
H: -2.14 -0.11 -0.67  0.257
H: -0.37 0.81 -0.73  0.086
H: 1.44 -0.70 1.40  0.428


This record from the Open Molecules 2025 dataset describes a cluster of 2 separate species, C2H3ClFN in total at a distorted geometry. The level of theory is wB97M-V/def2-TZVPD.

Results
Energy relative to the best compared isomer or geometry (same formula, charge and spin) in eV: 2.059
DFT total energy in Eh: -692.7120
HOMO in eV: -9.35
HOMO-LUMO gap in eV: 8.379

Last column: Mulliken charge in e.
Atoms and positions in Å:
C: -1.43 0.08 0.68  -0.205
C: 0.92 -0.47 -0.06  0.018
N: -0.24 -0.40 0.46  -0.111
F: 1.20 1.28 -1.93  -0.540
Cl: 2.13 -1.60 0.28  -0.086
H: -2.40 -0.42 0.60  0.257
H: -1.49 1.04 1.21  0.220
H: 1.30 0.49 -1.25  0.447


This record from the Open Molecules 2025 dataset describes an isolated molecule of C2H3ClFN at a distorted geometry. The level of theory is wB97M-V/def2-TZVPD.

Results
SMILES string: C=N[C@@H](F)Cl
Energy relative to the best compared isomer or geometry (same formula, charge and spin) in eV: 0.315
DFT total energy in Eh: -692.7761
HOMO in eV: -10.69
HOMO-LUMO gap in eV: 11.000

Last column: Mulliken charge in e.
Atoms and positions in Å:
C: 1.00 0.96 0.26  -0.281
N: 0.55 -0.22 0.43  -0.374
C: -0.64 -0.64 -0.01  0.330
F: -1.44 0.31 -0.67  -0.286
Cl: -0.43 -2.05 -1.12  -0.177
H: 2.06 1.11 0.54  0.262
H: 0.23 1.54 -0.16  0.288
H: -1.33 -1.01 0.73  0.238


This record from the Open Molecules 2025 dataset describes an isolated molecule of C2H3ClFP at a distorted geometry. The level of theory is wB97M-V/def2-TZVPD.

Results
SMILES string: C=P(F)=CCl
Energy relative to the best compared isomer or geometry (same formula, charge and spin) in eV: 3.077
DFT total energy in Eh: -979.3023
HOMO (spin up / spin down) in eV: -8.13 / -8.20
HOMO-LUMO gap (spin up / spin down) in eV: 7.157 / 7.152

Last column: Mulliken charge in e.
Atoms and positions in Å:
C: -1.68 -0.45 -0.13  -0.704
P: -0.05 -0.24 0.28  0.540
F: 0.73 -1.66 0.00  -0.292
C: 1.29 0.89 -0.18  -0.287
Cl: 2.97 0.46 0.00  -0.105
H: -2.11 0.40 0.33  0.265
H: -2.16 -1.35 -0.42  0.310
H: 1.01 1.96 0.12  0.273


This record from the Open Molecules 2025 dataset describes a cluster of 2 separate species, C2H3ClN in total at a distorted geometry. The level of theory is wB97M-V/def2-TZVPD.

Results
Energy relative to the best compared isomer or geometry (same formula, charge and spin) in eV: 7.663
DFT total energy in Eh: -592.3131
HOMO (spin up / spin down) in eV: -12.72 / -14.31
Charge: +1
HOMO-LUMO gap (spin up / spin down) in eV: 6.987 / 8.023

Last column: Mulliken charge in e.
Atoms and positions in Å:
C: 0.98 0.65 -1.01  -0.094
C: 3.08 0.02 0.66  0.042
N: 0.05 0.21 0.12  -0.242
Cl: 4.45 0.09 0.06  0.186
H: 0.31 -0.57 0.62  0.332
H: -0.86 0.09 -0.36  0.379
H: 0.17 1.05 0.61  0.396


This record from the Open Molecules 2025 dataset describes an isolated molecule of C2H3ClN2 at a distorted geometry. The level of theory is wB97M-V/def2-TZVPD.

Results
SMILES string: ClCC1N=N1
Energy relative to the best compared isomer or geometry (same formula, charge and spin) in eV: 2.766
DFT total energy in Eh: -647.6202
HOMO in eV: -10.40
HOMO-LUMO gap in eV: 10.655

Last column: Mulliken charge in e.
Atoms and positions in Å:
Cl: 1.69 -0.04 -1.47  -0.213
C: 0.40 0.70 -0.38  -0.469
C: -0.17 -0.48 0.46  0.160
N: -1.51 -0.31 1.12  -0.195
N: -1.48 -0.96 0.08  -0.220
H: 0.94 1.35 0.22  0.281
H: -0.30 1.02 -1.04  0.323
H: 0.43 -1.29 1.01  0.332